#one
This record from OMol25 describes one molecule with the formula C2H4N4OS. The level of theory is the ωB97M-V functional and the def2-TZVPD basis.

The geometry in XYZ format:
```
12
C2H4N4OS | OMol25 | the ωB97M-V functional and the def2-TZVPD basis
N -0.248 1.987 -0.079
N -0.280 0.557 -0.083
C -1.478 -0.187 -0.037
O -2.689 0.381 0.012
N -1.214 -1.438 -0.029
N 0.179 -1.478 0.020
C 0.820 -0.259 0.019
S 2.419 0.029 0.033
H -0.288 2.254 1.069
H 0.779 2.241 -0.590
H -3.384 -0.352 0.341
H 0.594 -2.370 -0.131
```

- Net charge: 0
- Structure (SMILES): Nn1c(O)n[nH]c1=S
- Kohn-Sham gap: 0.31737 hartree

#two
This record from OMol25 describes a 2-piece molecular cluster, C2H4N4OS overall. The level of theory is the ωB97M-V functional and the def2-TZVPD basis.

The geometry in XYZ format:
```
12
C2H4N4OS | OMol25 | the ωB97M-V functional and the def2-TZVPD basis
C 1.428 -0.119 0.402
C -2.322 -0.097 -0.476
N 1.538 -0.396 1.547
N -3.068 -0.897 -0.045
N 1.213 -0.641 2.703
N 1.351 1.196 -1.827
O -1.715 0.707 -1.076
S 1.327 -0.460 -1.201
H -3.496 -1.500 0.599
H 1.959 -0.648 3.386
H 0.795 1.637 -1.202
H 0.992 1.219 -2.809
```

- Net charge: 0
- Kohn-Sham gap: 0.32178 hartree

Which one is most stable, and which one is least stable? #one is the most stable of them, while #two is the least stable.

#one
This record from OMol25 describes an isolated ion of composition C3H3NO2P and charge -1. The level of theory is the ωB97M-V functional and the def2-TZVPD basis.

The geometry in XYZ format:
```
10
C3H3NO2P | OMol25 | the ωB97M-V functional and the def2-TZVPD basis
C 0.213 -0.026 -0.022
C 0.416 0.497 1.168
C -0.573 1.019 -0.909
N 0.401 1.709 -1.690
O 0.052 2.040 -2.853
O -0.184 1.569 1.563
P -0.906 2.436 0.326
H 0.785 -0.774 -0.429
H 0.898 -0.114 1.896
H -1.369 0.663 -1.658
```

- Net charge: -1
- Kohn-Sham gap (alpha / beta): 0.22059 / 0.22053 hartree

#two
This record from OMol25 describes an isolated ion of composition C3H3NO2P and charge -1. The level of theory is the ωB97M-V functional and the def2-TZVPD basis.

The geometry in XYZ format:
```
10
C3H3NO2P | OMol25 | the ωB97M-V functional and the def2-TZVPD basis
O -0.687 1.590 1.827
C -0.326 0.818 0.930
P -1.518 -0.135 -0.057
N -0.402 -1.303 -0.594
C 1.063 -0.317 -0.672
C 1.026 0.780 0.201
O 1.876 1.665 0.403
H -2.153 -0.862 0.966
H -0.720 -1.606 -1.539
H 1.842 -0.629 -1.466
```

- Net charge: -1
- Structure (SMILES): O=c1[pH][nH]cc1[O-]
- Kohn-Sham gap: 0.27231 hartree

Which one is most stable, and which one is least stable? #two is the most stable of them, while #one is the least stable.

#one
This record from OMol25 describes a 2-piece molecular cluster, C2H11N3 overall. The level of theory is the ωB97M-V functional and the def2-TZVPD basis.

The geometry in XYZ format:
```
16
C2H11N3 | OMol25 | the ωB97M-V functional and the def2-TZVPD basis
N 2.797 -0.119 0.979
C 3.078 1.115 0.324
N 1.897 1.874 -0.160
H 2.300 -0.034 1.852
H 2.575 -0.914 0.412
H 3.576 1.780 1.020
H 3.712 0.896 -0.526
H 1.857 2.102 -1.144
H 1.044 1.362 0.041
C -3.235 -1.725 -0.410
N -2.982 -0.281 -0.494
H -2.414 -2.266 -0.891
H -4.116 -2.003 -0.989
H -3.348 -2.103 0.601
H -3.032 0.149 0.422
H -3.710 0.164 -1.036
```

- Net charge: 0
- Structure (SMILES): NCN.CN
- Kohn-Sham gap: 0.35657 hartree

#two
This record from OMol25 describes a 2-piece molecular cluster, C2H11N3 overall. The level of theory is the ωB97M-V functional and the def2-TZVPD basis.

The geometry in XYZ format:
```
16
C2H11N3 | OMol25 | the ωB97M-V functional and the def2-TZVPD basis
N 2.086 -1.218 -0.325
C 1.909 0.211 0.137
N 0.945 0.481 1.151
H 1.204 -1.707 -0.227
H 2.322 -1.178 -1.306
H 1.693 0.764 -0.787
H 2.900 0.540 0.444
H 1.302 0.180 2.037
H 0.000 0.227 0.882
C -1.987 0.783 -0.416
N -1.882 -0.570 0.200
H -2.286 1.556 0.283
H -1.033 1.015 -0.889
H -2.709 0.817 -1.244
H -1.699 -1.164 -0.593
H -2.765 -0.736 0.655
```

- Net charge: 0
- Structure (SMILES): NCN.CN
- Kohn-Sham gap: 0.35272 hartree

Which one is most stable, and which one is least stable? #two is the most stable of them, while #one is the least stable.

#one
This record from OMol25 describes a 2-piece molecular cluster, CH2FN5 overall. The level of theory is the ωB97M-V functional and the def2-TZVPD basis.

The geometry in XYZ format:
```
9
CH2FN5 | OMol25 | the ωB97M-V functional and the def2-TZVPD basis
C -0.521 1.237 2.351
N -0.859 1.459 3.428
N -0.106 1.060 1.136
N 0.123 0.003 0.537
N 0.286 -1.457 -1.342
N 0.455 -0.171 -0.599
F 0.831 0.915 -1.900
H 0.495 -1.338 -2.314
H -0.703 -1.708 -1.296
```

- Net charge: 0
- Kohn-Sham gap (alpha / beta): 0.30802 / 0.30791 hartree

#two
This record from OMol25 describes a 2-piece molecular cluster, CH2FN5 overall. The level of theory is the ωB97M-V functional and the def2-TZVPD basis.

The geometry in XYZ format:
```
9
CH2FN5 | OMol25 | the ωB97M-V functional and the def2-TZVPD basis
C -0.702 -0.971 2.920
N -0.018 -1.866 3.052
N -1.480 0.081 3.025
N -1.950 0.881 2.197
N 0.336 0.156 -0.198
N -1.603 1.341 1.128
F -2.597 2.195 0.650
H 0.600 0.344 -1.105
H 0.218 -0.827 -0.039
```

- Net charge: 0
- Kohn-Sham gap (alpha / beta): 0.18399 / 0.17914 hartree

Which one is most stable, and which one is least stable? #one is the most stable of them, while #two is the least stable.

#one
This record from OMol25 describes one molecule with the formula CH3IN2O. The level of theory is the ωB97M-V functional and the def2-TZVPD basis.

The geometry in XYZ format:
```
8
CH3IN2O | OMol25 | the ωB97M-V functional and the def2-TZVPD basis
C -1.049 0.430 0.030
N -0.601 -0.987 0.141
N 0.588 -1.484 -0.051
O 1.731 -1.300 -0.173
I 2.815 0.918 0.159
H -0.233 1.069 -0.200
H -1.514 0.861 0.906
H -1.737 0.493 -0.812
```

- Net charge: 0
- Structure (SMILES): C/N=N\OI
- Kohn-Sham gap (alpha / beta): 0.30953 / 0.27182 hartree

#two
This record from OMol25 describes a 2-piece molecular cluster, CH3IN2O overall. The level of theory is the ωB97M-V functional and the def2-TZVPD basis.

The geometry in XYZ format:
```
8
CH3IN2O | OMol25 | the ωB97M-V functional and the def2-TZVPD basis
C -1.510 0.721 0.147
N 1.637 -0.375 -0.238
N 0.705 -1.133 0.254
O -1.393 1.908 0.120
I -3.280 -0.505 0.045
H 2.046 -0.555 -1.164
H 1.688 0.603 -0.115
H 0.108 -0.664 0.952
```

- Net charge: 0
- Kohn-Sham gap (alpha / beta): 0.21656 / 0.33331 hartree

Which one is most stable, and which one is least stable? #two is the most stable of them, while #one is the least stable.

#one
This record from OMol25 describes C4H8O3 as an isolated structure. The level of theory is the ωB97M-V functional and the def2-TZVPD basis.

The geometry in XYZ format:
```
15
C4H8O3 | OMol25 | the ωB97M-V functional and the def2-TZVPD basis
O 0.871 0.158 -0.040
C 1.599 0.385 1.204
C 0.321 0.915 1.861
C -0.264 0.691 0.479
O -1.308 0.881 -0.073
C -1.261 -1.913 -1.530
O -1.726 -0.838 -2.305
H -0.234 -1.759 -1.167
H 2.388 1.120 1.038
H 2.009 -0.548 1.595
H 0.316 1.952 2.199
H -0.124 0.266 2.618
H -1.264 -2.803 -2.167
H -1.905 -2.117 -0.658
H -1.688 -0.056 -1.734
```

- Net charge: 0
- Kohn-Sham gap: 0.37624 hartree

#two
This record from OMol25 describes C4H8O3 as an isolated structure. The level of theory is the ωB97M-V functional and the def2-TZVPD basis.

The geometry in XYZ format:
```
15
C4H8O3 | OMol25 | the ωB97M-V functional and the def2-TZVPD basis
O -0.419 -0.985 0.672
C 0.070 -0.043 1.672
C 0.765 0.911 0.704
C 0.116 0.268 -0.537
O 0.772 -0.618 -1.187
C -1.078 0.866 -1.240
O -1.726 -0.120 -1.993
H 0.410 -1.293 -0.076
H 0.732 -0.511 2.417
H -0.805 0.407 2.178
H 1.841 0.720 0.680
H 0.571 1.980 0.828
H -1.776 1.299 -0.517
H -0.702 1.691 -1.881
H -0.999 -0.676 -2.329
```

- Net charge: 0
- Kohn-Sham gap: 0.40395 hartree

#three
This record from OMol25 describes one molecule with the formula C4H8O3. The level of theory is the ωB97M-V functional and the def2-TZVPD basis.

The geometry in XYZ format:
```
15
C4H8O3 | OMol25 | the ωB97M-V functional and the def2-TZVPD basis
O -0.381 1.505 1.586
C -0.172 0.522 0.903
C -0.742 -0.815 1.355
O -1.372 -0.723 2.599
C 0.863 0.692 -0.190
C 0.889 -0.168 -1.448
O 0.978 -1.533 -1.106
H -1.467 -1.132 0.596
H 0.080 -1.536 1.409
H -1.342 0.213 2.848
H 0.804 1.733 -0.507
H 1.718 0.669 0.504
H -0.039 0.031 -2.013
H 1.714 0.143 -2.115
H 0.850 -2.040 -1.916
```

- Net charge: 0
- Structure (SMILES): O=C(CO)CCO
- Kohn-Sham gap: 0.38974 hartree

#four
This record from OMol25 describes a 2-piece molecular cluster, C4H8O3 overall. The level of theory is the ωB97M-V functional and the def2-TZVPD basis.

The geometry in XYZ format:
```
15
C4H8O3 | OMol25 | the ωB97M-V functional and the def2-TZVPD basis
C -1.510 0.889 -1.141
C -1.249 -0.115 -0.059
C -0.613 0.170 1.074
O -0.421 -0.757 2.059
H -1.182 0.508 -2.114
H -2.575 1.127 -1.228
H -0.971 1.827 -0.956
H -1.597 -1.137 -0.204
H -0.225 1.173 1.277
H 0.517 -0.719 2.308
O 2.226 -0.529 1.112
C 2.060 -0.221 -0.043
O 1.759 -1.070 -1.024
H 2.151 0.799 -0.442
H 1.629 -1.944 -0.618
```

- Net charge: 0
- Structure (SMILES): C/C=C/O.O=CO
- Kohn-Sham gap: 0.35598 hartree

Which one is most stable, and which one is least stable? #four is the most stable of them, while #two is the least stable.